Record 1
A 3-piece molecular cluster, C3H9N3O6 overall, computed with wB97M-V/def2-TZVPD.

Structure (XYZ):
```
21
Properties=species:S:1:pos:R:3:forces:R:3:lowdin_charge:R:1
C 4.56342 -2.08834 1.57029 0.2127 -0.2641 -0.1464 0.046
N 3.09149 -2.00453 1.40596 0.2561 0.0062 0.0061 -0.464
O 2.45505 -3.02320 1.42801 -0.2721 -0.6618 0.0173 0.088
O 2.62498 -0.90049 1.25324 -0.1864 0.7024 -0.0636 0.051
H 4.84454 -1.31929 2.27944 0.1285 -0.0149 -0.0059 0.098
H 5.01175 -1.91123 0.59565 -0.0765 0.2194 0.0060 0.103
H 4.81842 -3.09440 1.88256 -0.0756 0.0509 0.2023 0.096
C -3.42564 1.15265 -2.69087 0.6307 0.1536 -0.6173 0.044
N -4.13509 -0.05916 -3.15363 -0.4733 -0.6141 0.3594 -0.457
O -4.98898 -0.52422 -2.42325 0.0319 0.2035 0.0380 0.059
O -3.82781 -0.53180 -4.22687 0.1340 0.1577 -0.1755 0.060
H -4.07896 2.00294 -2.85841 -0.1310 -0.0177 0.1741 0.102
H -2.56283 1.22871 -3.34897 0.0235 0.1638 0.2062 0.097
H -3.13090 1.04316 -1.65394 -0.1688 -0.0519 0.0696 0.081
C 0.21521 1.39667 1.93958 -0.1038 0.2421 0.2431 0.041
N -0.69928 1.43192 0.75901 0.4773 0.2765 0.1422 -0.449
O -1.39618 0.47576 0.52064 -0.1660 -0.1862 -0.0181 0.074
O -0.66005 2.45850 0.10797 -0.1471 -0.0902 -0.1189 0.051
H -0.00735 2.29832 2.50548 -0.0077 -0.0529 0.0227 0.098
H 1.23460 1.46354 1.57647 -0.0012 -0.1235 -0.1437 0.088
H 0.05361 0.50449 2.53164 -0.0852 -0.0988 -0.1976 0.094
```
Forces are in eV/Å.

Output
Structure (SMILES) ... C[N+](=O)[O-].C[N+](=O)[O-].C[N+](=O)[O-]
Kohn-Sham gap ... 10.74 eV
Electronic energy ... -20003.6859 eV


Record 2
A 7-piece molecular cluster, C24H58F18N3O3P4 overall in a non-equilibrium geometry, computed with wB97M-V/def2-TZVPD.

Structure (XYZ):
```
110
Properties=species:S:1:pos:R:3:forces:R:3:lowdin_charge:R:1
N 9.95436 -14.33731 16.29243 -1.4574 -0.3448 -0.2536 0.362
H 9.51005 -13.43850 16.17067 0.3309 0.7234 -0.3423 0.156
H 9.36914 -15.00524 15.81131 -0.4040 -0.5383 -0.5372 0.145
H 9.82518 -14.54736 17.27186 1.0006 -0.2441 0.8021 0.163
H 10.86512 -14.43403 15.86668 0.8010 0.2878 0.4959 0.166
N 9.01658 -17.53730 12.45991 -0.7577 -0.6284 -2.4140 -0.756
O 8.30165 -17.44031 13.40239 -4.3444 -1.2267 4.7036 -0.093
O 8.80902 -18.35860 11.55095 0.0316 -1.0462 -0.4775 -0.093
O 9.85394 -16.70440 12.38594 4.8654 3.0309 -1.5212 -0.051
C 1.20378 -2.84910 2.10383 1.2911 -0.2753 -0.2266 -0.087
C 2.55374 -3.24898 2.82689 -1.0205 1.6813 -0.5103 -0.261
C 2.34649 -4.53102 3.55633 0.8680 -0.6941 1.0157 -0.249
C 3.60333 -5.13460 4.39878 -2.0972 0.4775 -0.6049 -0.200
P 2.98530 -5.93685 5.93714 0.8751 0.3010 -0.5587 1.055
C 1.99735 -4.69628 6.89521 0.1997 -0.4108 -1.0714 -0.262
C 2.76727 -3.40034 7.14685 -0.1951 -0.5918 1.4327 -0.232
C 2.03339 -2.63372 8.26103 0.5662 -1.3473 0.5147 -0.290
C 2.38891 -1.19136 8.30878 -0.6720 0.5291 0.0256 -0.108
C 1.93763 -7.34472 5.51456 -1.1385 1.5322 2.8966 -0.309
C 2.45536 -8.42876 4.71697 1.7325 -1.2900 -0.7770 -0.278
C 2.26235 -8.12031 3.26722 -0.8072 -0.9914 -1.6871 -0.244
C 1.72230 -9.35850 2.44926 1.2630 0.9426 -0.1620 -0.068
C 4.39887 -6.59481 6.93934 0.0250 0.3352 0.3832 -0.245
C 3.86933 -7.44801 8.08699 -1.5770 -1.3478 -0.8699 -0.289
C 4.86862 -7.97210 9.07311 1.5939 1.7806 0.2740 -0.271
C 4.47985 -8.82758 10.27247 -0.5668 0.2859 -0.6237 -0.074
H 0.93894 -3.66093 1.42643 -0.2364 0.1005 -0.1054 0.070
H 1.35746 -1.94064 1.52143 0.0554 -0.0974 -0.1232 0.070
H 0.35748 -2.63363 2.75610 0.2189 -0.2721 0.3511 0.071
H 2.77665 -2.39631 3.46828 0.2221 -0.1701 0.4471 0.101
H 3.38499 -3.28751 2.12287 -0.1330 -0.1747 -0.2221 0.114
H 2.10802 -5.27622 2.79744 -0.1951 -0.1302 0.2205 0.093
H 1.46493 -4.37465 4.17804 -0.0457 -0.3065 0.1945 0.093
H 4.33550 -4.37606 4.67560 0.0506 -0.0464 -0.1752 0.094
H 3.97273 -5.86080 3.67471 0.7254 -0.1310 0.6554 0.080
H 1.69598 -5.21023 7.80797 0.2759 0.1611 0.3061 0.097
H 1.05020 -4.45352 6.41350 0.0094 -0.3432 -0.4149 0.099
H 2.91621 -2.71156 6.31529 -0.1864 -0.5029 -0.4271 0.110
H 3.73946 -3.73597 7.50780 0.3658 0.5647 0.0417 0.105
H 2.26705 -3.05184 9.24015 0.5764 -0.3078 0.0785 0.117
H 0.96955 -2.87012 8.28285 -0.3455 0.5651 -0.8150 0.112
H 2.24541 -0.72578 7.33372 -0.0941 0.2260 0.0465 0.077
H 3.42066 -1.02404 8.61793 -0.0916 -0.0076 0.1040 0.088
H 1.68167 -0.78192 9.03011 0.3753 0.7120 -0.0206 0.084
H 1.01017 -6.88262 5.17634 -0.2168 -0.3077 -0.1547 0.112
H 1.74851 -7.80902 6.48242 -0.4469 0.5605 0.4860 0.099
H 2.10319 -9.40332 5.05507 -0.8191 0.1017 -0.3241 0.132
H 3.50386 -8.56981 4.97936 0.4754 0.1425 -0.2943 0.119
H 3.16939 -7.67865 2.85452 0.2266 -0.5257 -0.3731 0.100
H 1.56560 -7.28890 3.16037 -0.4110 -0.2186 0.0957 0.083
H 1.40275 -9.07018 1.44783 -0.2840 0.1687 0.1337 0.068
H 0.92996 -9.90729 2.95830 0.0338 0.2336 0.0620 0.075
H 2.55701 -10.03083 2.25093 -0.0323 -0.2606 0.2866 0.073
H 4.96965 -5.81014 7.43596 -0.0446 0.5688 -0.4149 0.100
H 5.11704 -7.10911 6.30074 -0.1600 -0.1124 -0.2185 0.105
H 3.43615 -8.35766 7.67108 -0.5039 -0.0335 -0.2836 0.104
H 3.03851 -6.86377 8.48262 -0.0390 -0.2290 0.7887 0.104
H 5.27899 -7.06005 9.50655 0.6089 0.0979 0.1045 0.109
H 5.68622 -8.37716 8.47682 0.0466 -0.3923 0.0890 0.119
H 4.27449 -8.12984 11.08430 -0.1099 -0.4258 0.2288 0.079
H 5.29415 -9.49872 10.54555 -0.1711 0.0863 0.0575 0.085
H 3.57759 -9.39706 10.04945 0.0226 -0.2450 0.2091 0.073
C 2.39937 -21.14731 13.30189 0.2202 0.8422 -0.1211 -0.096
C 2.80946 -21.69850 14.62830 2.1067 -0.3544 2.0253 -0.249
C 3.15132 -20.67875 15.74704 0.6699 0.6267 -0.4880 -0.098
N 4.05700 -21.10619 16.97947 -1.4716 1.7316 -2.3873 -0.221
C 3.37531 -22.14102 17.80749 1.8048 0.3283 0.7078 0.022
C 4.42277 -19.79799 17.74724 0.6394 -0.4419 -0.0403 -0.092
C 5.73335 -20.16603 18.40796 0.7526 0.5539 -0.6656 -0.140
C 6.53063 -20.95659 17.33244 -0.2207 0.8652 0.4506 -0.122
C 5.46196 -21.55436 16.47276 -0.7075 -1.8337 -0.4842 -0.104
H 2.51167 -21.93230 12.55404 -1.0829 -0.1569 0.0609 0.087
H 3.15953 -20.46643 12.91890 0.0291 0.4859 0.3876 0.088
H 1.46113 -20.60037 13.39485 -0.1941 -0.3547 -0.7157 0.084
H 3.79867 -22.10142 14.41098 -0.0604 -0.9244 0.1823 0.101
H 2.15697 -22.44740 15.07721 -0.0852 -0.2316 -0.4953 0.111
H 2.24165 -20.19375 16.10113 0.1871 -0.0156 0.5386 0.134
H 3.80793 -19.92493 15.31261 -0.3383 0.1977 -0.1965 0.122
H 3.44313 -23.09936 17.29262 -0.3406 0.1571 0.0757 0.107
H 2.38653 -21.87068 18.17809 0.0601 0.2003 -0.5552 0.116
H 4.06166 -22.13732 18.65425 -0.3821 -0.7899 0.4289 0.100
H 3.76718 -19.34833 18.49298 -0.8647 -0.9317 -0.1776 0.143
H 4.54523 -19.00287 17.01179 0.1891 -0.3474 -0.3029 0.135
H 5.53892 -20.69519 19.34086 0.3978 0.0889 0.0139 0.115
H 6.24169 -19.21198 18.54748 0.1305 -0.2068 0.7917 0.134
H 7.27756 -21.67525 17.66965 -0.3191 0.0252 0.3184 0.130
H 7.06515 -20.25621 16.69067 0.1381 0.1723 0.3082 0.129
H 5.44502 -22.64421 16.46480 -0.0882 -0.0621 0.3619 0.127
H 5.68447 -21.33169 15.42920 -0.9113 0.5847 -0.0537 0.137
P 13.66581 -9.17383 17.51490 -2.6383 0.3096 3.0533 0.141
F 13.23844 -7.68014 18.11206 0.3739 -0.3379 0.0470 -0.226
F 14.53298 -9.41843 18.90085 1.4737 0.6718 -1.4951 -0.201
F 12.51278 -9.87169 18.38942 -1.5554 -0.2049 0.4967 -0.200
F 14.00773 -10.65788 16.98950 0.8924 0.5514 -0.9457 -0.168
F 12.49707 -8.92991 16.40705 0.6436 -0.2322 -1.2274 -0.203
F 14.76098 -8.43702 16.63879 0.7543 -0.6973 -0.1056 -0.143
P 6.56293 -12.57760 20.99124 1.6489 -0.2840 1.6941 0.220
F 5.99359 -13.35090 19.68738 -1.5142 0.2058 0.3519 -0.198
F 7.77018 -13.72829 20.91229 -0.1867 1.0248 0.2367 -0.226
F 7.30144 -11.54925 20.01725 0.6924 -0.1545 -1.0743 -0.178
F 7.36166 -11.81088 22.19560 -0.6520 -0.7694 0.1859 -0.191
F 5.36021 -11.45947 21.07699 -0.2483 -1.5178 0.0953 -0.196
F 5.81787 -13.59494 22.12922 0.0880 1.3483 -1.6893 -0.232
P 13.87716 -17.39311 19.21706 -1.3506 0.4028 2.1522 0.153
F 12.79152 -17.33162 20.51002 0.2014 -0.7397 -1.2386 -0.236
F 15.01781 -17.12745 20.29720 0.6972 -0.0905 0.3204 -0.166
F 14.01867 -19.03277 19.42370 0.0430 0.9217 -0.2181 -0.210
F 14.97702 -17.36400 18.07120 0.1297 -0.2119 -0.6393 -0.153
F 12.70120 -17.66474 18.14200 -0.2236 -0.0802 0.0161 -0.192
F 13.59988 -15.78607 19.08329 0.3424 -0.3041 -0.5118 -0.196
```
Forces are in eV/Å.

Output
Net charge ... -1
Kohn-Sham gap ... 4.56 eV
Electronic energy ... -122519.9677 eV


Record 3
An isolated ion of composition C3H8NOS and charge -1, computed with wB97M-V/def2-TZVPD.

Structure (XYZ):
```
14
Properties=species:S:1:pos:R:3:forces:R:3:lowdin_charge:R:1
C 1.33221 -0.43899 -0.74971 -0.4004 -0.6502 -0.5734 -0.519
O 0.70217 -0.76383 -1.90752 0.0186 0.1027 0.2229 -0.365
C 0.33342 -0.19473 0.40798 0.1668 -0.0081 0.0942 -0.502
C -0.75852 0.72981 -0.12840 0.0983 -0.5458 -0.0681 -0.544
S -1.59472 1.70421 1.17795 0.0551 0.2148 -0.0990 0.628
N -0.17758 -1.50036 0.87023 -0.1441 0.1400 -0.2600 0.006
H 1.95872 0.48226 -0.81029 0.1398 0.1342 0.0279 0.077
H 1.99924 -1.27056 -0.40823 0.1951 0.2712 0.2479 0.082
H 0.84174 0.31755 1.22705 0.0834 -0.0657 0.2405 0.097
H -0.31438 1.33761 -0.91115 -0.1756 0.3877 0.0953 0.071
H -1.50786 0.10953 -0.60729 -0.0891 0.0625 -0.1660 0.057
H -1.41500 2.91369 0.63209 -0.0422 -0.0099 0.0586 -0.186
H -1.13179 -1.39124 1.20533 0.0578 -0.0333 0.1110 0.039
H -0.26765 -2.03496 0.00196 0.0363 0.0000 0.0683 0.059
```
Forces are in eV/Å.

Output
Net charge ... -1
Structure (SMILES) ... N[C@@H](C[O-])CS
Kohn-Sham gap ... 5.77 eV
Electronic energy ... -17613.2180 eV


Record 4
A 2-piece molecular cluster, H3N2O2S overall in a non-equilibrium geometry, computed with wB97M-V/def2-TZVPD.

Structure (XYZ):
```
8
Properties=species:S:1:pos:R:3:forces:R:3:lowdin_charge:R:1
N -1.77885 -0.00306 0.08982 1.2822 0.7911 0.9345 -0.055
N -0.59010 0.24808 0.38339 -0.6315 0.3870 0.3326 -0.346
O 1.84743 0.69491 0.06311 0.6388 -0.0557 0.5771 -0.607
O 1.01411 -1.64768 -0.25466 -0.1584 0.5795 -2.9120 -0.395
S 0.78177 0.07466 -0.70132 -0.6224 0.3505 -1.7560 0.555
H 0.93489 -1.70606 0.65464 -0.1049 -0.2220 3.2176 -0.065
H -2.20729 0.40993 0.95462 -0.6223 -0.8724 -0.7150 0.037
H -0.00197 1.92922 -1.18961 0.2186 -0.9579 0.3212 -0.124
```
Forces are in eV/Å.

Output
Net charge ... -1
Kohn-Sham gap (alpha / beta) ... 6.78 / 6.78 eV
Electronic energy ... -17955.2913 eV


Record 5
A 2-piece molecular cluster, C6H11N2O3 overall in a non-equilibrium geometry, computed with wB97M-V/def2-TZVPD.

Structure (XYZ):
```
22
Properties=species:S:1:pos:R:3:forces:R:3:lowdin_charge:R:1
C -0.24176 -1.15378 0.36540 1.0248 0.6752 -1.8089 -0.529
C 2.04167 0.79215 1.11575 -1.5579 1.7241 1.4756 -0.485
C 0.30283 -2.42152 -0.34799 3.7184 2.4289 0.5130 -0.032
C -2.28758 1.03322 0.80048 -1.4066 -0.4952 -2.2868 -0.117
C -0.80549 1.23556 0.56127 -0.7822 1.2638 1.5493 -0.290
C -0.21019 0.14801 -0.20668 0.5202 -1.0297 -1.3975 -0.352
N 1.40526 0.59323 -2.06918 -0.0623 2.1687 1.1129 -0.056
N -0.03652 0.47110 -1.61408 1.7311 -1.1477 -0.6777 -0.082
O 1.54048 1.67702 1.67980 0.4640 0.4493 0.0709 0.150
O -0.54844 -1.37225 1.54037 -0.7768 -0.0333 1.7442 -0.069
O 2.73680 -0.02503 0.73816 2.0419 -2.3018 -1.2758 0.187
H 0.61060 -3.00403 0.52182 -0.3817 -0.5909 -0.4341 0.062
H 1.31768 -2.15798 -0.87553 -1.6806 -0.3555 0.7069 0.082
H -0.27154 -2.88814 -1.07441 -1.4551 -1.0321 -1.0571 0.021
H -2.57928 1.19266 1.80485 -0.3902 0.4270 1.1243 0.041
H -3.01995 1.54550 0.11775 0.7042 -0.1977 0.4101 0.067
H -2.38296 -0.04304 0.60444 -0.6106 0.2652 0.3077 0.062
H -0.50058 1.13077 1.58091 0.6503 -0.1461 0.5412 0.065
H -0.48077 2.27470 0.33235 -0.3441 -0.6959 -0.4689 0.114
H 1.76589 1.37770 -1.43452 -0.5941 -1.3791 -1.3740 0.065
H 2.01128 -0.19593 -1.83090 -0.6427 -0.2034 0.4133 0.016
H -0.36743 -0.20991 -2.31007 -0.1699 0.2064 0.8112 0.079
```
Forces are in eV/Å.

Output
Net charge ... -1
Kohn-Sham gap ... 6.18 eV
Electronic energy ... -15522.0159 eV


Record 6
The molecule C7H8 in a non-equilibrium geometry, computed with wB97M-V/def2-TZVPD.

Structure (XYZ):
```
15
Properties=species:S:1:pos:R:3:forces:R:3:lowdin_charge:R:1
C 1.94444 0.88421 0.02568 0.0101 -0.1201 -0.0077 -0.055
C 0.48115 0.54590 0.01549 0.2445 -0.8888 -0.0035 -0.295
C -0.44954 1.65825 0.05357 -0.5441 0.3934 0.0298 -0.148
C -1.77063 1.55863 -0.06920 0.1215 0.1244 -0.0176 0.033
C -0.65534 -3.17610 -0.01368 0.0102 0.0269 0.0058 0.007
C 0.08184 -0.71881 -0.01210 0.3502 1.1037 0.0052 -0.007
C -0.27874 -1.91993 -0.01809 -0.2392 -0.7220 0.0091 -0.099
H 0.00277 2.63279 0.19867 -0.0166 0.0759 -0.0030 0.103
H 2.19178 1.49295 -0.84366 0.0671 0.0744 -0.0416 0.084
H 2.55469 -0.01455 0.01437 0.0355 0.0037 -0.0140 0.080
H 2.18469 1.45987 0.91907 0.0562 0.0852 0.0501 0.083
H -2.41284 2.42402 -0.02341 -0.0017 0.1089 0.0136 0.054
H -2.24357 0.60338 -0.22941 -0.0705 -0.1884 -0.0096 0.060
H 0.06583 -3.97689 -0.02457 0.1572 -0.0974 -0.0140 0.050
H -1.69657 -3.45373 0.00725 -0.1805 0.0202 -0.0026 0.050
```
Forces are in eV/Å.

Output
Structure (SMILES) ... C=C=C=C(C)C=C
Kohn-Sham gap ... 8.14 eV
Electronic energy ... -7385.4772 eV


Summary of ΔE to the lowest compared entry with this formula, charge and spin in kJ/mol
12.06 0.00 172.55 435.03 135.80 315.50
(order as listed above)